1.
79
Properties=species:S:1:pos:R:3:forces:R:3:mulliken_charge:R:1 method="wB97M-V/def2-TZVPD" energy_ev=-124925.15476 gap_ev="5.191 / 3.299" lumo_ev="-13.46 / -15.34" multiplicity=4 total_charge=+4 de_lowest_kcal_mol=22.50
C -3.809986 -0.860680 0.989893 -0.2006 0.1670 -0.9763 -0.36
C -2.957413 -0.861355 -0.127758 -0.8581 0.5753 0.0314 -0.17
C -3.496337 -0.614459 -1.403920 -0.4205 -0.0217 0.9648 -0.16
C -4.855620 -0.277441 -1.489556 -1.0294 0.3395 -1.1974 -0.64
N -5.635111 -0.203981 -0.409978 4.0108 -1.2282 0.3756 0.11
C -5.156586 -0.518915 0.793409 -1.3306 0.1357 0.9230 -0.44
C -1.532234 -1.025332 0.046823 2.1047 -0.0979 -0.0272 0.43
C -0.574366 -1.935802 0.109731 -0.2922 -0.4431 0.1075 -0.20
C -0.016013 -3.224131 0.103047 -0.5725 0.5682 -0.1106 1.06
C 1.382189 -3.285237 0.275080 0.1893 -0.2662 -0.1358 -0.22
C 2.009622 -4.495277 0.072498 -0.1717 1.4707 0.3293 -1.17
C 1.174583 -5.545654 -0.235500 1.1400 -2.9964 -0.4616 0.11
C -0.210802 -5.548735 -0.332293 -0.5747 0.6295 0.1201 -0.78
C -0.839356 -4.330848 -0.168085 0.2520 -0.2538 -0.1339 -0.59
Re 0.363001 -0.202890 0.387165 -2.5867 -1.5744 -1.7270 0.10
P -0.687933 1.812434 0.549514 -2.1176 4.8265 0.2410 0.41
H -2.875710 -0.680204 -2.298914 -0.4592 0.1524 0.1240 0.59
H -3.432639 -1.112522 1.981860 -0.4181 0.1667 -0.1996 0.55
H -5.295735 -0.052668 -2.463025 -0.0791 -0.0364 0.1427 0.47
H -5.839127 -0.490752 1.644805 -0.0326 -0.0053 -0.1488 0.47
H -1.923958 -4.190740 -0.259520 0.5192 -0.2198 0.0077 0.53
H 1.954442 -2.371299 0.531359 -0.2766 -0.6205 -0.1236 0.47
H -0.773351 -6.451224 -0.534131 0.1914 -0.0318 -0.0285 0.51
H 3.081300 -4.615007 0.148699 -0.0594 -0.1181 -0.0003 0.55
C 0.406947 3.284383 0.868886 0.5745 -0.4674 0.1141 -0.77
C -0.068926 4.688142 0.472979 -0.2455 0.2395 -0.0452 -1.31
H 1.353862 3.058807 0.353326 -0.1381 0.1377 0.2128 0.53
H 0.629087 3.256579 1.946934 0.0434 -0.0689 -0.2266 0.63
H 0.745110 5.399353 0.676327 -0.1957 -0.2733 -0.0733 0.45
H -0.308855 4.769438 -0.595026 0.0717 -0.0247 0.2625 0.28
H -0.934967 5.030700 1.056484 0.2925 -0.1940 -0.2408 0.29
C -1.713848 2.354545 -0.930131 0.3960 -0.8209 -0.4726 -0.10
C -2.975985 3.198469 -0.721635 -0.1900 0.2181 0.1108 -1.66
H -2.001798 1.416518 -1.431960 0.1400 0.3250 -0.0207 0.24
H -1.027764 2.871212 -1.618172 -0.1427 -0.1787 0.2758 0.59
H -3.436738 3.381055 -1.705425 0.2345 -0.0895 0.2608 0.44
H -3.731096 2.680730 -0.113168 0.2342 0.1827 -0.0431 0.31
H -2.773662 4.187694 -0.285252 -0.0500 -0.4494 -0.1400 0.31
C -1.909735 1.875740 1.950397 0.1221 -0.8832 0.2499 -0.09
C -2.299593 3.230608 2.555118 -0.0836 0.3069 -0.0194 -1.37
H -1.467164 1.243517 2.737395 -0.1654 0.1404 -0.0789 0.58
H -2.803608 1.335507 1.604154 0.2680 0.2099 0.0736 -0.07
H -2.989560 3.048959 3.391890 0.2395 -0.0266 -0.2085 0.47
H -1.436173 3.772589 2.960380 -0.2316 -0.1560 -0.1189 0.33
H -2.831988 3.883428 1.850683 0.2752 -0.2646 0.2355 0.26
Br 2.099723 -7.198128 -0.531068 -0.6105 0.6206 0.1003 -0.03
P 1.483310 0.040580 -1.688835 1.3851 0.2121 -2.3732 0.85
C 1.356695 1.674809 -2.539213 -0.6393 0.3299 0.4578 -0.52
C 2.501382 2.053977 -3.476615 0.3733 -0.1186 -0.2650 -1.41
H 1.260379 2.426269 -1.736722 0.0966 -0.1804 -0.2905 0.30
H 0.397360 1.676543 -3.080095 0.1991 -0.0667 0.1481 0.51
H 2.323850 3.065815 -3.865086 -0.0010 -0.2508 0.1656 0.44
H 3.468366 2.064104 -2.959565 -0.2151 0.0434 -0.1483 0.34
H 2.570498 1.384182 -4.343179 -0.0054 0.1976 0.2917 0.30
C 3.277298 -0.244550 -1.359073 -0.0915 0.1164 0.7854 -0.81
C 4.096965 -0.891105 -2.473881 0.1231 -0.2002 -0.4409 -1.34
H 3.311085 -0.875510 -0.456855 0.1974 0.0864 -0.1370 0.51
H 3.707456 0.726256 -1.070131 -0.1859 -0.1850 -0.0154 0.56
H 5.123582 -1.048138 -2.116655 -0.2963 0.0712 -0.0166 0.45
H 3.700496 -1.871349 -2.766265 0.0966 0.2219 0.0647 0.32
H 4.160731 -0.258742 -3.368627 -0.0626 -0.1634 0.2909 0.28
C 0.922864 -1.244519 -2.894186 -0.4080 -0.3374 0.3487 -0.55
C 1.173703 -0.979974 -4.379092 0.1990 0.1149 -0.2701 -1.37
H -0.158038 -1.362028 -2.716526 0.2342 0.0073 -0.0761 0.38
H 1.383775 -2.194638 -2.582344 -0.0926 0.2370 0.0048 0.39
H 0.746771 -1.808561 -4.959935 0.0917 0.1938 0.1921 0.43
H 0.688856 -0.057972 -4.720835 0.1218 -0.2006 0.0552 0.36
H 2.242338 -0.932387 -4.624045 -0.3294 0.0025 0.0883 0.30
C 1.921544 0.084494 5.510040 0.0270 1.0509 0.3603 -0.71
N 1.673740 -0.890240 4.423694 -0.7580 0.7946 -1.2239 0.00
C 1.943743 -2.321583 4.710548 -0.0812 -0.9981 -0.3341 -0.66
C 1.223934 -0.499429 3.282629 1.3447 -1.4956 1.5677 0.77
N 0.930762 -0.349687 2.140393 0.9228 0.7621 2.4886 0.03
H 2.261396 -0.472844 6.384839 -0.0953 0.2050 -0.2023 0.29
H 0.998604 0.630971 5.746144 0.2545 -0.2783 0.0148 0.34
H 2.689097 0.807724 5.202790 -0.1297 -0.3121 0.1071 0.35
H 1.032679 -2.923648 4.584834 0.2388 0.2791 0.1146 0.32
H 2.723541 -2.712617 4.041568 -0.1802 0.2731 0.2212 0.32
H 2.285110 -2.383329 5.745964 -0.1004 -0.0137 -0.2789 0.29

---

2.
162
Properties=species:S:1:pos:R:3:forces:R:3:mulliken_charge:R:1 method="wB97M-V/def2-TZVPD" energy_ev=-107235.15220 gap_ev=8.226 smiles="CN(C)P(=O)(N(C)C)N(C)C.CN(C)P(=O)(N(C)C)N(C)C.CN(C)P(=O)(N(C)C)N(C)C.COC[C@H](C)N.COC[C@H](C)N.COC[C@H](C)N.O=C1CCCO1.O=C1CCCO1" lumo_ev=0.24 total_charge=0
C -15.224258 17.247171 -5.645101 -1.3427 -1.0849 -0.6990 -1.17
N -15.046163 15.785719 -5.753540 -0.6610 0.5360 -0.0707 0.22
C -14.447231 15.145065 -4.589203 0.3928 -1.0228 -1.1175 -0.80
P -15.574867 14.975818 -7.141761 1.4179 -0.2020 1.5695 0.50
O -16.202130 15.931126 -8.073905 0.3346 -0.2894 -0.3255 -0.91
N -14.147762 14.184164 -7.678978 -1.5269 0.2246 -0.1099 0.64
C -13.292287 14.924758 -8.600276 -0.8819 1.4125 1.0337 -1.11
C -13.593201 13.060818 -6.978521 0.7849 -0.2840 0.1353 -0.66
N -16.588241 13.748673 -6.541736 0.2612 -0.2842 -0.6647 0.50
C -17.737896 14.141089 -5.699715 1.4663 -0.1599 0.2974 -1.12
C -17.082184 12.843361 -7.614468 0.7158 0.6847 -0.4407 -1.29
H -14.300689 17.787389 -5.462112 0.0322 -0.0013 0.2617 0.34
H -16.036620 17.417088 -4.933419 0.4763 0.4718 0.5836 0.39
H -15.682027 17.574079 -6.578757 0.4192 0.1362 -0.1352 0.34
H -14.478291 15.814773 -3.736680 0.1444 -0.0551 0.0824 0.41
H -13.438299 14.800952 -4.848785 0.3885 0.6740 0.4184 0.20
H -14.885653 14.169620 -4.345613 -0.7158 0.3372 0.1587 0.18
H -12.675387 14.341197 -9.278977 -0.5508 -0.2747 -0.2417 0.26
H -14.016417 15.626978 -9.022929 0.5170 -0.2369 -1.1308 0.34
H -12.609703 15.619421 -8.085692 0.2158 -0.3776 0.3463 0.33
H -14.107550 12.858600 -6.040815 -0.3557 -0.2814 -0.3516 -0.14
H -13.560129 12.192422 -7.648202 -0.1432 -0.2317 0.4055 0.06
H -12.558468 13.247050 -6.653051 0.0041 0.1967 -0.2438 0.37
H -18.609563 14.383804 -6.305646 -0.1511 -0.0159 0.1714 0.32
H -17.856319 13.281891 -5.037098 -0.7570 0.0360 -0.0460 0.30
H -17.448241 14.969250 -5.052556 -0.1386 0.1848 -0.1781 0.36
H -16.281727 12.235801 -8.039340 0.1279 0.0387 0.1539 0.18
H -17.453971 13.502775 -8.405423 -0.3853 -0.4097 -0.2147 0.42
H -17.861220 12.162342 -7.280084 -0.0360 0.1743 0.3142 0.45
C -12.500747 8.555721 -5.837520 0.4445 1.8968 0.0605 -0.89
N -13.805367 8.097225 -5.391267 0.7703 -1.0466 0.0990 0.28
C -13.868172 7.583826 -4.029539 0.8011 0.7024 0.6240 -1.23
P -15.171571 8.478746 -6.224301 -1.0075 0.8731 0.1614 0.28
O -14.899954 9.243328 -7.457918 0.3141 -0.3369 -0.3476 -0.65
N -16.114830 7.110169 -6.533980 0.1621 0.1747 0.3865 0.42
C -16.267126 6.083917 -5.522809 0.2246 -0.1344 0.5793 -1.08
C -16.068573 6.620164 -7.900845 -0.7359 0.5583 -0.9928 -1.12
N -16.051718 9.393917 -5.090027 -0.1796 -0.7611 -0.4472 0.31
C -17.491592 9.355016 -5.199687 -0.7209 0.4141 0.0155 -1.02
C -15.536150 10.742106 -4.781462 0.7076 -1.2701 -0.1971 -0.98
H -11.612842 8.030090 -5.487907 -0.4881 -0.8601 -0.0712 0.43
H -12.332937 9.561081 -5.414655 0.0097 0.0465 0.0289 0.35
H -12.429369 8.741685 -6.907126 -0.2499 -0.5169 -0.0843 0.12
H -14.681871 8.088143 -3.510009 -0.3181 -0.5882 0.0863 0.42
H -12.977362 7.887652 -3.466306 0.0707 0.3184 -0.3068 0.45
H -13.830824 6.499744 -3.912961 -0.6025 -0.0534 -0.3096 0.27
H -17.041217 5.336834 -5.715084 -0.1232 0.3117 -0.6460 0.34
H -15.336713 5.514108 -5.407158 -0.0543 0.0418 0.3513 0.30
H -16.591431 6.540224 -4.584016 0.4502 -0.0206 0.1242 0.38
H -16.577290 5.663178 -8.015811 0.1135 -0.1152 0.4356 0.38
H -16.675089 7.304101 -8.503363 0.3640 -0.0494 -0.2566 0.29
H -15.079945 6.541712 -8.362275 0.0752 0.0014 0.2983 0.22
H -17.937737 9.884800 -4.351400 0.1095 0.0058 0.0221 0.39
H -17.855245 9.856830 -6.108656 -0.0079 -0.0581 0.0097 0.20
H -17.904063 8.347284 -5.187226 0.2262 -0.0204 -0.0616 0.36
H -15.784483 10.936681 -3.740063 -0.0034 0.4218 -0.0018 0.39
H -15.842886 11.535217 -5.465290 -0.4681 -0.0782 0.0257 0.28
H -14.452890 10.676157 -4.899811 0.1101 0.1888 0.3075 0.17
C -9.498205 6.499458 -12.776302 -0.2733 -0.7575 0.3843 -1.02
N -10.764389 7.170739 -12.519831 0.3959 1.2602 -0.6581 0.55
C -11.620839 7.298378 -13.713563 -0.2513 0.2753 1.2741 -0.38
P -11.267008 7.741773 -11.023678 -1.9317 -0.4129 -1.0760 0.49
O -10.159031 7.827947 -10.067978 0.3621 -0.6105 0.4324 -0.98
N -12.101189 9.175149 -11.308549 0.3888 0.1675 -0.2247 1.17
C -11.502553 10.197886 -12.179656 0.5046 -1.2878 0.0963 -0.91
C -12.955581 9.752506 -10.297021 -0.8964 0.1014 0.6540 -1.22
N -12.573443 6.709846 -10.647186 1.0015 0.2943 0.9883 0.87
C -13.933507 6.847083 -11.137213 1.0145 0.8574 -1.3648 -0.37
C -12.227014 5.439983 -10.005949 -1.1804 -0.0271 -0.1043 -1.22
H -9.224711 6.555937 -13.830869 -0.1731 0.1970 -0.0565 0.29
H -9.664740 5.440043 -12.546333 0.5296 -0.1149 -0.1057 0.35
H -8.639450 6.852690 -12.207256 -0.3034 0.2154 0.2826 0.16
H -12.363086 8.063881 -13.492587 -0.0172 0.0236 -0.2754 -0.29
H -12.184804 6.395117 -13.944588 0.2802 -0.2357 -0.0634 0.41
H -11.034783 7.637936 -14.562919 0.0144 -0.0988 -0.0875 0.13
H -11.300944 11.123654 -11.642730 -0.0993 0.0421 0.0160 0.35
H -10.547029 9.776128 -12.501713 0.0680 0.3742 -0.3005 0.29
H -12.124501 10.344330 -13.064821 -0.0273 0.3369 0.0176 -0.21
H -13.648713 10.456645 -10.769492 -0.0176 -0.0477 -0.1118 0.16
H -13.580488 9.031269 -9.767437 0.1288 -0.1681 -0.1767 0.22
H -12.463643 10.314604 -9.493201 0.4781 -0.0377 -0.2254 0.21
H -14.745804 7.080896 -10.445430 0.2452 -0.4998 0.4052 -0.32
H -13.863662 7.722353 -11.788935 -0.5024 -0.1551 -0.1372 -0.56
H -14.123159 5.988420 -11.786599 -0.5727 -0.0513 0.1613 0.97
H -12.143593 5.615641 -8.933984 0.5739 -0.4889 0.0386 0.27
H -11.424286 4.866607 -10.475945 0.5830 0.5825 0.2681 0.24
H -13.063242 4.749235 -10.159588 -0.2156 0.2150 0.1904 0.40
C -7.340866 13.961007 -10.387905 -0.1327 -1.7711 0.5600 -0.76
O -7.041857 12.623628 -10.795613 -0.4351 0.2015 -1.0167 -0.31
C -6.441452 11.763282 -9.846754 0.0171 0.6486 -0.2393 -0.96
C -7.103031 10.407068 -9.895188 -0.2615 -0.5889 -0.1540 0.28
C -6.889451 9.729963 -11.268803 0.4980 -0.2465 0.3937 -1.12
N -8.532520 10.507856 -9.573997 0.1994 -0.0574 0.0313 -0.63
H -6.451806 14.372564 -9.906986 -0.1793 0.5051 -0.0561 0.31
H -8.175467 13.846215 -9.688150 0.0948 0.6495 0.2331 0.31
H -7.683210 14.503239 -11.262981 0.2603 0.1471 -0.0400 0.22
H -5.397383 11.689935 -10.175312 0.1621 -0.1700 0.6053 0.35
H -6.542646 12.188301 -8.842089 0.1766 -0.0700 0.0006 0.47
H -6.703465 9.795645 -9.080789 0.4289 0.0743 -0.1571 0.50
H -7.714688 10.074331 -11.889733 0.2840 -0.1247 -0.4638 0.23
H -6.863998 8.638203 -11.229775 -0.6406 -0.0012 0.2935 0.23
H -5.910884 9.931924 -11.714099 -0.1654 0.5749 -0.0845 0.43
H -8.838507 9.572604 -9.321753 -0.2919 0.0665 -0.0671 0.36
H -9.026706 10.720899 -10.434464 -0.1216 0.1359 0.1135 0.03
C -17.577565 3.288945 -13.824916 2.1334 0.4571 0.2252 -0.59
O -16.743931 3.406709 -14.975582 -1.0237 -0.4423 -0.4292 -0.41
C -15.781587 4.420500 -14.870686 0.3986 -0.6566 0.3986 -0.44
C -14.757530 4.207303 -15.968907 0.0524 -0.2212 -1.5256 0.31
C -13.548711 5.176448 -15.952948 -0.3813 -0.3226 0.1964 -0.67
N -15.461983 4.306497 -17.266472 -0.3968 0.6075 -0.0451 -0.73
H -17.964657 4.273032 -13.553020 -0.6566 -0.1448 -0.0917 0.14
H -16.877261 3.017960 -13.021024 -0.3543 -0.1153 0.4041 0.29
H -18.287452 2.478779 -13.928863 -0.2786 0.2336 -0.3600 0.31
H -16.241444 5.415685 -14.916245 0.1014 0.0977 0.1036 0.29
H -15.260546 4.255147 -13.913014 0.0380 0.5592 0.1254 0.23
H -14.453380 3.159173 -15.922999 0.2095 0.0825 0.2805 0.41
H -13.395064 5.493293 -16.982385 0.0592 0.2466 0.0382 0.40
H -12.600508 4.736859 -15.640525 -0.1541 -0.0851 0.3340 0.35
H -13.781573 6.045556 -15.335435 0.1671 0.0980 -0.0668 -0.30
H -15.609490 5.296920 -17.454297 -0.2815 -0.0639 0.0559 0.22
H -14.913267 4.005087 -18.063501 0.2728 -0.3165 0.2963 0.25
C -15.321660 8.808483 -14.143038 0.3138 0.6617 -0.1493 -0.67
O -16.406351 8.012901 -13.740077 0.7899 -0.8982 0.5492 -0.23
C -17.065924 8.574668 -12.619429 -0.8978 0.7854 -0.6995 -0.72
C -18.192372 7.654584 -12.177978 0.1443 -0.8985 0.6436 0.45
C -19.183069 8.273003 -11.172751 1.1655 0.3087 -1.3793 -1.49
N -17.632087 6.431771 -11.533503 -0.0553 1.9092 -0.2169 -0.37
H -15.699027 9.819054 -14.344117 0.1674 0.0208 -0.4049 0.52
H -14.809730 8.380684 -15.002935 -0.4773 -0.0257 -0.2702 0.13
H -14.502400 8.950101 -13.423839 -0.3643 -0.2867 0.5373 0.17
H -16.369539 8.877709 -11.830580 0.0420 -0.3649 0.1759 0.17
H -17.518391 9.492842 -13.025662 -0.1449 0.2126 0.4552 0.46
H -18.730436 7.377717 -13.093532 -0.0270 0.1229 -0.0785 0.24
H -19.655642 9.104941 -11.698677 -0.2107 0.1415 0.4415 0.42
H -18.562480 8.610000 -10.344317 -0.4760 0.0861 0.3597 0.25
H -19.933071 7.537746 -10.895044 0.0105 0.0357 0.2334 0.44
H -16.881834 6.118287 -12.137043 -0.3934 -0.9188 0.0808 -0.03
H -18.433639 5.841962 -11.368742 0.5613 -0.8508 -0.2669 0.27
O -12.361223 9.454597 -15.888311 0.0815 -0.1883 0.9509 -0.36
C -11.632015 9.618696 -16.810683 -0.3011 -0.2016 -1.6136 0.30
C -10.226732 9.102793 -17.122732 -0.1737 1.4912 -0.3036 -0.20
C -10.027952 9.467302 -18.606940 0.0655 -1.1949 0.4232 -0.67
C -11.193194 10.380844 -18.976099 0.9223 0.3265 0.1477 -0.38
O -12.069376 10.372686 -17.863149 -0.4669 -0.3084 0.2140 -0.39
H -9.595452 9.722008 -16.481093 0.3043 -0.5529 0.2206 0.23
H -10.092827 8.031954 -17.037035 -0.0665 0.0520 0.8440 0.26
H -9.040039 9.845978 -18.854954 -0.0704 0.1747 0.0794 0.37
H -10.118377 8.475791 -19.054761 -0.0339 0.3722 -0.7962 0.25
H -10.884138 11.422282 -19.082913 0.0786 -0.1064 -0.3464 0.28
H -11.662766 10.020363 -19.890037 -0.4149 0.2153 0.1795 0.26
O -13.417720 16.690107 -13.189408 0.6178 -0.3582 0.2618 -0.60
C -13.324740 15.493161 -13.154174 -1.6856 0.7390 -1.5226 0.43
C -13.550245 14.528069 -14.311896 0.7527 -0.5759 -0.4130 -0.61
C -12.994920 13.240976 -13.730815 -0.4054 -1.0722 -0.9583 -0.31
C -13.336179 13.373899 -12.252895 1.6683 -0.5434 -0.4000 0.30
O -13.227535 14.786863 -12.037740 -0.2664 -0.2942 1.6088 -0.30
H -14.600527 14.466154 -14.597816 -0.0659 0.2206 0.2607 0.31
H -12.962612 14.723318 -15.207124 -0.2605 0.7265 0.0352 0.35
H -13.391876 12.330755 -14.188955 -0.3864 0.1006 0.1700 0.18
H -11.956826 13.204781 -14.071689 0.3381 0.0349 1.0766 0.30
H -14.281576 12.879147 -12.021036 -0.4945 0.9025 -0.0152 0.14
H -12.626274 12.899327 -11.575147 0.1632 0.1207 -0.1037 -0.13